No. 1
Molecular formula: H3O4PSi
Method: DFT, ωB97M-V/def2-TZVPD

Calculated values
* energy above the lowest of the compared OMol25 structures with the same formula, charge and spin: 61.0 kcal per mole
* Kohn-Sham gap: 0.2040 Eh
* multiplicity: 1
* HOMO energy: 1.10 eV
* charge: -2
* E: -933.60575 Ha

```
9
Properties=species:S:1:pos:R:3:forces:R:3
O -0.50560 1.19278 1.08582 -1.702 -0.346 -1.567
O -1.92129 0.56599 -1.00253 0.101 0.287 0.175
H 1.38426 0.58287 -1.55145 -0.717 -1.421 0.340
H 2.12707 0.87383 2.06314 -0.052 -0.273 -0.131
O -1.71244 -1.08255 1.00482 -0.134 0.137 0.152
O 0.97250 -1.99890 -1.95110 -0.061 -0.986 -0.186
P -1.15700 0.02396 0.17265 -1.138 -0.869 -0.599
H 0.23683 0.63566 1.28641 2.736 0.326 1.929
Si 0.57567 -0.79363 -1.10776 0.968 3.145 -0.112
```
Forces are in eV/Å.

Löwdin population analysis, charges in e, atoms 1 to 8: -0.38 -0.46 -0.07 -0.35 -0.45 -0.56 0.02 -0.20

No. 2
Molecular formula: C7H8O4
Method: DFT, ωB97M-V/def2-TZVPD

Calculated values
* energy above the lowest of the compared OMol25 structures with the same formula, charge and spin: 141.3 kcal per mole
* Kohn-Sham gap: 0.3482 Eh
* multiplicity: 1
* SMILES string: COc1coc(CO)cc1=O
* HOMO energy: -8.94 eV
* E: -572.27704 Ha

```
19
Properties=species:S:1:pos:R:3:forces:R:3
C -0.82935 1.33102 -0.15730 1.489 8.838 0.160
O -0.80769 -0.98500 -0.31153 0.064 1.137 0.374
H -3.42377 0.65295 1.54219 -1.167 -4.217 -3.094
C 0.51877 -0.93513 -0.00031 -1.463 3.495 -0.825
H 3.17031 -1.51046 -0.66757 0.264 0.172 -0.894
H -1.28266 2.54957 -0.22378 0.662 -4.128 0.265
O -3.65556 -0.26680 0.84035 2.172 4.729 3.642
C -2.94946 -0.00684 -0.35217 -2.506 -2.361 -4.152
O 2.55712 0.27264 0.15643 4.386 -1.447 1.072
H 4.26641 -0.78366 0.28418 10.544 2.858 0.660
C 0.63215 1.51168 0.03017 -3.020 -5.417 -1.019
C 1.28776 0.15474 0.02146 -2.789 2.286 0.543
C -1.44824 0.24918 -0.36781 -3.275 -5.090 0.916
H 3.12983 -1.67008 0.88516 -1.337 -1.345 3.091
H -3.06347 -1.16506 -0.91872 0.314 3.530 1.245
H 1.00368 -1.77486 -0.09130 1.837 -5.043 -0.145
C 3.37895 -0.93607 0.22838 -10.736 -0.616 -3.631
H -3.62185 0.76259 -1.00157 2.067 -1.521 1.281
O 1.13707 2.54959 0.10373 2.492 4.138 0.512
```
Forces are in eV/Å.

Löwdin population analysis, charges in e, atoms 1 to 8: 0.04 0.04 0.23 -0.02 0.11 0.22 -0.15 -0.25

No. 3
Molecular formula: C34H47AgIN6OP2SSi2
Method: DFT, ωB97M-V/def2-TZVPD

Calculated values
* energy above the lowest of the compared OMol25 structures with the same formula, charge and spin: 7.3 kcal per mole
* Kohn-Sham gap: 0.2115 Eh
* multiplicity: 1
* HOMO energy: -3.70 eV
* charge: -1
* E: -3832.31625 Ha

```
95
Properties=species:S:1:pos:R:3:forces:R:3
C -2.47473 -1.86419 1.40524 0.016 -0.024 -0.014
H 2.17070 -1.77183 -3.55975 -0.097 0.003 -0.139
Si -0.37656 -0.03732 4.11779 0.257 0.172 -0.018
C -4.85939 2.61571 3.12996 0.057 -0.042 -0.056
H -3.81060 -0.59456 3.41906 -0.008 0.026 -0.007
H -1.53059 -1.60320 -5.30753 0.013 0.071 0.012
H -0.32145 -2.65082 -0.59086 -0.017 0.000 0.049
N 3.07921 1.02480 -2.39291 0.135 -0.082 0.365
H -3.04696 3.75074 -4.04023 0.010 -0.016 -0.002
H -1.31116 2.18097 -3.22317 -0.095 -0.004 -0.004
P -1.33029 -0.22627 -1.66404 0.235 0.846 -0.063
C -5.04444 1.39391 -2.66734 0.063 -0.077 0.040
Si 0.29263 -0.26928 -4.21544 0.182 -0.064 0.036
H 1.60978 0.42541 5.58831 0.010 -0.101 -0.138
H -2.29329 -1.18563 5.27323 0.123 -0.028 -0.032
H 0.51719 1.73168 -5.70850 0.116 -0.043 0.105
C 3.73777 0.06855 -1.72532 -0.208 -0.014 -0.133
C -2.36485 1.95880 -3.07450 -0.064 -0.083 -0.027
H 0.96735 -2.65087 -4.50764 0.113 0.144 0.055
C -1.11587 -2.96025 -1.26088 -0.020 0.058 -0.092
C 2.08640 2.95801 2.16344 -0.064 -0.142 0.229
C -2.38263 -4.69801 -2.33609 -0.018 0.066 -0.037
H -1.01470 2.35662 3.87930 -0.016 -0.061 0.104
H 1.32928 2.05731 -4.17789 -0.066 -0.145 -0.180
N 4.53395 -0.70877 -2.50871 0.084 -0.034 0.147
H -4.22193 -1.19250 0.35752 0.005 -0.058 0.062
H -5.58996 3.30166 3.54512 0.037 -0.018 -0.008
C -2.46802 -4.20148 2.02524 0.014 0.067 -0.043
H -5.45042 3.23364 -3.70022 0.039 -0.012 0.027
C -2.84693 -2.38155 -2.81593 0.093 -0.055 0.087
N -0.42539 -0.26311 2.45243 -0.536 -0.217 -0.062
H -0.80373 -5.05454 -0.92206 -0.001 0.035 -0.021
H -4.04624 4.05807 1.76132 0.012 -0.059 0.003
C -3.72922 -2.04150 0.82311 0.015 -0.072 -0.049
H -2.59330 -5.74933 -2.49064 -0.005 -0.007 0.004
H 2.12608 -1.59713 -5.34422 -0.091 -0.057 0.127
S 3.65040 -0.22708 -0.06303 -0.134 0.088 -0.074
C -4.79476 1.30438 3.58888 0.066 -0.009 -0.050
C -1.20941 -1.33642 5.20416 -0.074 -0.195 0.064
H -2.12249 1.54721 4.98360 0.115 0.031 -0.037
C -3.06468 2.15322 1.58531 -0.053 -0.049 0.046
C -1.06875 1.62625 4.69437 -0.060 0.157 0.039
H -4.36310 -0.37039 -1.66410 -0.009 0.032 -0.042
H 2.11002 1.03744 -5.41579 -0.109 0.062 -0.003
C -3.99296 3.03747 2.12668 0.010 -0.079 0.023
H 1.60544 2.85071 4.27695 -0.003 -0.041 -0.034
C -1.11483 0.39434 -0.10945 -0.398 -1.356 -0.097
C -1.11182 -0.59911 -5.42357 -0.227 0.058 -0.010
H 1.19000 1.31672 -1.97546 -0.249 -0.012 0.011
C -4.06430 0.52041 -2.20658 0.003 0.039 0.094
C -4.68697 2.55473 -3.33667 0.101 0.012 -0.034
H -5.47163 0.96805 4.36808 0.039 0.004 -0.047
H -6.09089 1.16931 -2.49585 0.015 -0.018 0.006
H 3.59688 1.87888 1.36024 -0.026 0.035 0.029
C -4.34486 -3.28576 0.83069 0.063 0.000 0.015
C 1.51275 -1.69935 -4.43624 0.120 -0.160 -0.080
H 3.88225 2.39614 2.98983 0.009 0.047 0.027
C -3.33914 2.83857 -3.53246 0.028 -0.096 0.068
H 1.81694 -1.09788 4.69971 -0.035 0.165 -0.048
H -1.97203 -5.04497 2.49567 -0.027 0.058 -0.021
H -4.19536 -5.34174 1.44851 0.020 0.043 -0.019
H 2.05878 0.43958 3.85730 -0.072 -0.070 0.101
H 0.59120 3.94997 3.31679 -0.091 0.025 -0.055
H -0.50969 2.01689 5.55500 -0.084 -0.023 -0.063
C -3.71395 -4.36968 1.43581 0.022 0.059 0.016
O 1.32981 2.86315 1.21990 -0.092 0.304 -0.056
H -2.38942 2.45366 0.78896 -0.030 0.002 0.037
H -3.88379 -4.03216 -3.71789 0.008 0.018 0.019
H -1.03562 -2.34787 4.81715 -0.012 0.117 0.094
H 4.31545 -0.79168 -3.48904 -0.008 0.012 -0.037
C 1.59099 3.57130 3.46325 0.256 0.053 -0.017
N -0.02695 -0.03840 -2.58606 -0.455 0.096 -0.127
C -3.11001 -3.73342 -3.01919 0.050 0.017 0.031
C -1.37621 -4.30747 -1.46036 -0.039 0.083 0.020
C -1.85146 -2.95334 2.00456 -0.062 -0.066 -0.037
H -1.92259 0.12891 -5.28270 0.115 -0.129 -0.059
N 3.35508 2.48353 2.13922 0.023 -0.014 -0.016
C -3.85861 0.42651 3.05314 0.036 0.061 -0.096
H -0.79746 -1.28754 6.22098 -0.082 -0.005 -0.086
C 1.44880 -0.06610 4.61742 0.135 -0.014 0.095
C -1.85615 -1.97483 -1.92200 -0.041 -0.120 0.055
H 2.11707 2.72063 -2.04237 0.147 0.097 0.048
Ag 1.02714 0.38091 0.36893 0.608 -0.163 0.011
C -2.97906 0.83943 2.04770 -0.087 0.001 0.057
P -1.62249 -0.23649 1.38066 0.219 0.740 0.098
H -0.87270 -2.80232 2.44553 -0.021 -0.012 0.010
N 2.09368 1.75699 -1.74237 -0.059 0.095 0.003
C 1.15175 1.28094 -4.93405 0.056 0.186 -0.086
C -2.70834 0.77617 -2.41142 0.024 0.018 -0.085
H -0.73979 -0.49824 -6.45139 -0.045 -0.040 0.092
I 2.77660 5.22945 4.13537 -0.003 -0.068 -0.023
H 3.00655 0.92336 -3.39751 -0.002 -0.005 -0.093
H -5.31536 -3.41727 0.36421 0.041 0.027 0.017
H -3.41154 -1.64298 -3.36844 -0.007 0.001 -0.025
H 4.86124 -1.54479 -2.05918 0.044 -0.073 0.003
```
Forces are in eV/Å.

Löwdin population analysis, charges in e, atoms 1 to 8: -0.30 0.00 0.27 -0.11 0.10 0.01 0.10 -0.07

No. 4
Molecular formula: C4H24N2O7S
Method: DFT, ωB97M-V/def2-TZVPD

Calculated values
* energy above the lowest of the compared OMol25 structures with the same formula, charge and spin: 4.2 kcal per mole
* Kohn-Sham gap: 0.3186 Eh
* multiplicity: 1
* SMILES string: NC[C@@H](CS)NCO.O.O.O.O.O.O
* HOMO energy: -8.51 eV
* E: -1201.12167 Ha

```
38
Properties=species:S:1:pos:R:3:forces:R:3
O 1.71072 -2.21491 -2.24531 -0.719 -1.129 0.518
H -0.37073 -4.46815 -1.01945 -0.039 0.476 0.096
H 1.96968 0.29088 -0.36073 -0.132 -0.038 -0.564
H -0.58375 2.70956 -1.77187 0.544 -0.493 0.005
O -0.40628 -3.71289 -1.61827 -0.488 -0.397 -1.167
C 1.37245 1.05080 -0.88187 -0.173 -0.127 -0.212
H 2.26945 -0.39474 2.57486 -0.045 -0.338 -0.018
H -0.44666 -0.06082 -0.51945 0.101 0.975 -0.451
C -1.01395 2.00814 -1.04587 -0.361 0.618 1.548
H -0.21983 -0.48018 3.20524 -0.216 0.720 -0.271
H 1.82617 2.00127 -0.62056 -0.033 0.332 0.083
C -0.07356 0.99037 -0.37652 0.615 -1.095 0.816
H -1.44749 1.32201 2.72434 -0.395 1.300 0.130
H -1.05427 -1.18020 -3.21929 -0.206 0.516 -0.369
O -0.80474 -0.54278 2.43778 -0.992 -1.497 0.645
H -1.30008 2.64446 -0.18151 0.107 0.064 -0.599
H 2.09252 0.97727 2.01595 -0.310 0.038 -0.325
H -2.27787 0.63605 -2.12966 0.610 0.928 0.679
O 2.48514 0.51844 2.75808 0.369 0.200 0.460
H -0.02512 -2.84542 1.57316 -0.047 0.022 -1.151
N -2.23248 1.48843 -1.54017 -1.638 -1.235 -1.537
H 0.26654 -1.68713 0.70666 -0.029 0.266 -0.107
H 0.02968 3.87798 3.30635 -0.348 1.032 -0.014
O 0.15801 -2.64335 0.62238 0.130 0.119 1.841
O 0.06610 2.93367 3.27485 0.192 -0.345 0.093
H 0.96457 2.76387 3.55701 0.410 -0.445 0.246
N -0.00987 1.08325 1.12004 -0.886 0.955 -1.119
C -1.22090 0.73416 1.87547 2.797 -2.784 -0.614
O -1.88172 -1.63624 -3.00821 1.054 -0.253 0.465
H 0.90447 -2.81299 -2.16519 1.210 0.715 -0.417
H -3.03248 1.49353 -0.93598 0.092 0.084 0.286
S 1.45367 0.93255 -2.73406 0.454 -0.495 0.665
H 2.27596 -2.65672 -1.59477 0.130 0.284 -0.178
H -2.05317 0.41503 1.24467 -0.017 0.625 0.021
H -1.47208 -2.41102 -2.57912 -0.934 -0.142 -0.416
H 0.38801 1.94640 1.44524 -0.268 0.561 -0.115
H -0.58421 -2.91516 -1.10822 0.040 -0.538 1.025
H 2.27807 -0.15542 -2.78598 -0.581 0.524 0.021
```
Forces are in eV/Å.

Löwdin population analysis, charges in e, atoms 1 to 8: -0.13 0.08 0.07 0.10 -0.07 -0.49 0.03 0.13

No. 5
Molecular formula: C5H16N2O
Method: DFT, ωB97M-V/def2-TZVPD

Calculated values
* energy above the lowest of the compared OMol25 structures with the same formula, charge and spin: 23.4 kcal per mole
* Kohn-Sham gap: 0.3139 Eh
* multiplicity: 1
* SMILES string: CCN(C)CCN.O
* HOMO energy: -7.81 eV
* E: -384.82077 Ha

```
24
Properties=species:S:1:pos:R:3:forces:R:3
C 0.12456 -1.61582 -0.41013 -0.038 0.562 -0.122
H -0.72474 -1.39321 0.23585 0.007 -0.108 0.131
N 1.08716 0.35374 0.92876 -0.108 -0.274 -0.259
O -1.29852 1.01142 -2.32222 0.032 -0.012 -0.035
N -0.40123 -1.91765 -1.71459 0.276 -1.006 -0.695
H 1.30658 0.22515 2.99312 -0.014 0.004 -0.020
C 0.23301 1.50906 0.88207 -0.749 0.011 0.053
H -1.80763 2.23692 0.93739 -0.101 -0.169 0.011
H 1.09917 0.26075 -1.12571 -0.321 -0.193 -0.252
H -1.70469 0.45366 0.65423 -0.012 0.283 -0.185
H 0.60877 -2.51745 -0.03478 -0.141 -0.052 0.170
C -1.27479 1.31282 1.17938 0.351 -0.250 0.270
H 1.69654 -1.23684 2.09379 -0.188 -0.033 0.112
C 0.98933 -0.40416 2.15445 0.617 0.170 0.137
H -1.17971 1.38009 -1.43912 -0.136 -0.008 -0.074
H -0.00646 -0.77726 2.40695 -0.120 -0.220 -0.131
H -2.17137 1.28992 -2.61536 -0.002 0.066 0.084
H 0.59285 2.25963 1.59113 0.143 0.061 -0.048
H 2.14095 -0.87283 -0.33042 0.280 -0.167 -0.148
H -1.41902 1.10347 2.24123 -0.086 0.129 -0.002
H 0.31779 1.92277 -0.11731 0.246 0.309 -0.157
C 1.13920 -0.45156 -0.30376 0.246 0.184 0.785
H -0.92377 -1.18106 -2.15639 0.174 0.360 0.037
H 0.29324 -2.30326 -2.35802 -0.356 0.355 0.337
```
Forces are in eV/Å.

Löwdin population analysis, charges in e, atoms 1 to 8: -0.28 0.09 -0.24 -0.05 -0.01 0.09 -0.26 0.07

No. 6
Molecular formula: C3H9NO2
Method: DFT, ωB97M-V/def2-TZVPD

Calculated values
* energy above the lowest of the compared OMol25 structures with the same formula, charge and spin: 48.2 kcal per mole
* Kohn-Sham gap: 0.3878 Eh
* multiplicity: 1
* SMILES string: CC=O.NCO
* HOMO energy: -9.77 eV
* E: -324.89588 Ha

```
15
Properties=species:S:1:pos:R:3:forces:R:3
H 2.91050 -1.75429 -1.82849 -0.503 0.021 0.241
C 2.83001 -0.67032 -1.67957 1.765 -0.801 -0.895
H -1.48193 1.95538 1.84383 0.998 0.554 0.100
H -1.09879 -1.02566 0.33407 -0.080 0.078 0.086
H 3.80231 -0.40811 -1.25013 -0.663 0.546 0.826
H 2.96742 -0.31386 -2.70895 -0.492 0.184 -0.069
H -3.05650 -0.44904 1.75798 0.078 -0.135 0.002
H -2.82309 1.88135 0.98795 -0.221 -0.167 -0.004
C -2.11009 0.07819 1.61111 -0.026 0.436 0.394
O 1.16855 0.72429 -0.59196 0.243 0.205 0.554
H 0.72503 -0.86489 -1.74813 -0.367 -0.004 0.397
O -1.58214 -0.19287 0.32749 0.012 -0.177 -0.465
N -2.34985 1.48351 1.79045 -0.700 -0.423 -0.175
C 1.47888 -0.23985 -1.22108 0.148 -0.091 -1.073
H -1.38031 -0.20383 2.37540 -0.193 -0.225 0.080
```
Forces are in eV/Å.

Löwdin population analysis, charges in e, atoms 1 to 8: 0.07 -0.07 0.05 0.07 0.08 0.09 0.11 0.07

No. 7
Molecular formula: C4H10N2
Method: DFT, ωB97M-V/def2-TZVPD

Calculated values
* energy above the lowest of the compared OMol25 structures with the same formula, charge and spin: 47.8 kcal per mole
* Kohn-Sham gap: 0.3570 Eh
* multiplicity: 1
* SMILES string: [H]/N=C/NCCC
* HOMO energy: -8.68 eV
* E: -267.84912 Ha

```
16
Properties=species:S:1:pos:R:3:forces:R:3
C 2.35284 -0.13359 -0.69740 0.789 -0.871 -2.834
H -3.45634 -1.02722 -0.44517 2.046 -0.682 0.660
H 0.43693 -1.25053 -0.86382 1.280 2.102 2.354
H 0.60863 1.71310 0.23777 0.287 1.058 0.429
H 1.05113 -0.77965 0.86345 -0.018 -0.667 1.230
H 3.03160 -1.07738 -0.71969 -0.941 1.771 0.639
C -2.29616 -0.16261 0.79952 3.928 -0.167 -3.038
N -2.40131 -0.88418 -0.27436 -2.379 1.633 -0.072
N -1.10848 0.67880 0.92749 -1.645 -0.625 2.505
H -0.39947 1.04483 -1.06391 -0.299 0.214 -0.146
C 0.98469 -0.41615 -0.12115 -2.559 -0.120 -3.436
H -0.93059 0.88099 1.96701 0.099 -0.193 -2.492
H -2.98168 -0.33792 1.59868 -0.297 1.091 0.983
H 2.80597 0.77295 -0.28786 0.354 -0.418 0.294
H 2.29069 0.07909 -1.84233 -0.168 -0.161 1.824
C 0.01156 0.89947 -0.07824 -0.476 -3.964 1.101
```
Forces are in eV/Å.

Löwdin population analysis, charges in e, atoms 1 to 8: -0.17 0.06 0.15 0.08 0.06 0.09 -0.29 0.02

No. 8
Molecular formula: C5H16NS
Method: DFT, ωB97M-V/def2-TZVPD

Calculated values
* energy above the lowest of the compared OMol25 structures with the same formula, charge and spin: 5.8 kcal per mole
* Kohn-Sham gap: 0.3582 Eh
* multiplicity: 1
* HOMO energy: -12.93 eV
* charge: +1
* E: -652.80443 Ha

```
23
Properties=species:S:1:pos:R:3:forces:R:3
H 0.84594 0.56424 4.03439 -0.061 -0.443 -0.092
C 1.34518 0.25079 1.94223 0.309 -0.173 -0.154
H 2.40828 0.28120 2.18309 0.028 0.130 -0.150
H -0.67033 0.72866 -2.38324 -0.025 -0.036 -0.076
C 0.55557 0.90543 3.04258 -0.504 1.058 0.585
H -0.62459 -1.66610 -1.70636 0.002 -0.001 0.070
N -1.55385 -0.55340 -0.21279 0.388 -0.090 0.559
C -1.52983 -1.06741 -1.61461 -0.198 -0.343 -0.398
C 2.15510 0.08472 -0.72596 -0.372 0.855 0.223
H -1.59105 -1.31506 0.46288 0.138 -0.164 -0.035
S 1.07853 1.09458 0.34636 0.097 -0.222 0.087
H 1.79374 -0.93681 -0.75224 0.313 -0.194 -0.027
H 0.71008 1.98884 3.11275 0.324 -0.105 -0.366
H -1.43032 -0.23178 -3.62803 -0.219 -0.215 -0.032
H -2.38074 -1.73660 -1.73695 -0.016 0.075 -0.045
H -2.41406 0.70368 -2.45598 -0.114 -0.092 -0.270
H -0.53039 0.83512 2.94371 0.031 -0.431 -0.068
H -2.35482 0.03084 0.02388 -0.053 0.219 -0.398
H 1.09784 -0.80648 1.81762 -0.097 0.011 0.071
H 2.10030 0.54873 -1.70848 -0.024 -0.154 -0.100
H 3.17137 0.20668 -0.36568 0.088 -0.392 0.007
C -1.52858 0.08246 -2.59560 0.322 0.598 0.580
H -0.65339 0.00767 -0.02359 -0.357 0.111 0.028
```
Forces are in eV/Å.

Löwdin population analysis, charges in e, atoms 1 to 8: 0.08 -0.53 0.09 0.07 -0.17 0.12 0.13 -0.21